{
  "formula": "C22H15Cl32N3OS2",
  "method": "ωB97M-V/def2-TZVPD",
  "species": ["C", "C", "O", "C", "N", "C", "C", "C", "S", "C", "C", "C", "C", "C", "C", "N", "C", "N", "C", "S", "H", "H", "H", "H", "H", "H", "H", "H", "H", "H", "H", "H", "H", "H", "H", "C", "Cl", "Cl", "Cl", "Cl", "C", "Cl", "Cl", "Cl", "Cl", "C", "Cl", "Cl", "Cl", "Cl", "C", "Cl", "Cl", "Cl", "Cl", "C", "Cl", "Cl", "Cl", "Cl", "C", "Cl", "Cl", "Cl", "Cl", "C", "Cl", "Cl", "Cl", "Cl", "C", "Cl", "Cl", "Cl", "Cl"],
  "xyz": [[-8.068, 3.283, 1.712], [-7.162, 2.052, 1.142], [-5.800, 2.306, 1.588], [-4.856, 2.091, 0.527], [-3.966, 0.991, 0.671], [-3.028, 0.886, -0.420], [-1.957, -0.285, -0.338], [-1.922, -1.355, 0.878], [-0.777, -0.796, 2.272], [0.934, -1.396, 1.868], [1.959, -0.142, 1.869], [-0.871, -0.517, -1.450], [-0.884, 0.498, -2.650], [-1.923, 1.643, -2.729], [-3.030, 1.875, -1.612], [-3.919, 2.988, -1.814], [-4.802, 3.058, -0.694], [-5.790, 4.197, -0.693], [-6.514, 3.954, -1.766], [-7.371, 3.679, -3.176], [-7.748, 4.264, 1.182], [-9.195, 3.093, 1.563], [-7.828, 3.465, 2.831], [-7.265, 2.073, -0.011], [-7.594, 1.051, 1.519], [-2.994, -1.503, 1.291], [-1.483, -2.371, 0.534], [0.913, -1.838, 0.812], [1.352, -2.182, 2.585], [2.984, -0.547, 2.233], [1.654, 0.695, 2.592], [2.162, 0.274, 0.807], [-0.116, -1.378, -1.407], [-0.146, 0.391, -3.511], [-1.885, 2.345, -3.642], [1.036, -0.927, 6.270], [0.529, 0.170, 4.967], [0.845, -0.110, 7.837], [0.028, -2.390, 6.238], [2.741, -1.380, 6.044], [5.093, -3.368, 1.897], [4.058, -2.887, 3.259], [6.025, -4.819, 2.348], [4.080, -3.732, 0.483], [6.200, -2.037, 1.503], [1.046, 4.393, 5.547], [0.017, 4.866, 6.916], [1.986, 2.951, 5.983], [0.027, 4.030, 4.137], [2.154, 5.725, 5.150], [10.261, -3.272, 0.928], [9.887, -1.768, 0.056], [8.813, -3.828, 1.796], [10.771, -4.518, -0.230], [11.571, -2.972, 2.091], [-4.170, 3.542, -5.841], [-2.493, 3.173, -6.307], [-5.064, 4.125, -7.261], [-4.946, 2.070, -5.215], [-4.171, 4.796, -4.585], [-5.132, -2.087, -2.282], [-4.523, -0.920, -1.085], [-6.804, -2.538, -1.879], [-5.090, -1.351, -3.899], [-4.107, -3.540, -2.266], [11.751, -8.582, 0.930], [13.348, -8.712, 1.699], [10.743, -9.961, 1.420], [10.971, -7.068, 1.436], [11.943, -8.586, -0.837], [1.438, 2.979, -8.426], [2.733, 2.516, -7.300], [1.660, 4.672, -8.919], [1.496, 1.932, -9.860], [-0.138, 2.798, -7.624]],
  "forces_ev_per_a": [[0.740, 0.102, 0.065], [-2.329, 1.174, -0.182], [1.359, -0.883, -3.050], [1.746, -1.231, -0.444], [-0.741, 4.140, -3.018], [1.562, 0.945, 0.130], [2.480, -0.082, -2.389], [-0.069, 0.327, -1.003], [-0.497, -0.522, -0.480], [1.026, 0.617, -1.025], [0.966, -0.506, -0.086], [-3.789, 3.505, 0.632], [-3.041, 1.248, 1.995], [0.956, -2.612, 1.775], [2.253, -1.095, -1.091], [-0.890, -3.333, 5.587], [1.386, -0.775, -0.478], [-2.045, -3.067, -4.962], [0.740, 0.735, 0.462], [2.198, 0.829, 4.207], [-0.631, -1.738, 0.722], [1.846, 0.247, 0.234], [-0.529, -0.568, -1.800], [0.404, -0.208, 1.864], [1.123, 1.458, -0.430], [2.008, 0.268, -0.463], [-1.003, 1.770, 0.259], [0.039, 0.474, 1.525], [-1.084, 1.011, -0.849], [-1.644, 0.768, -0.551], [0.357, -1.286, -1.304], [-0.695, -0.565, 1.787], [-1.413, 1.483, 0.037], [-1.124, 0.174, 1.387], [-0.187, -1.211, 1.759], [-0.173, 0.084, -0.043], [0.077, -0.428, 0.532], [0.059, -0.150, -0.245], [0.201, 0.254, -0.020], [-0.229, 0.104, 0.026], [0.006, 0.087, -0.014], [0.241, -0.193, -0.168], [-0.496, 0.181, -0.010], [0.162, 0.044, 0.247], [-0.491, -0.107, 0.053], [0.021, -0.021, 0.004], [0.173, -0.086, -0.233], [-0.056, 0.462, -0.008], [0.173, 0.023, 0.234], [-0.190, -0.212, 0.061], [0.060, -0.019, 0.022], [0.026, -0.214, 0.153], [0.826, -0.010, -0.276], [-0.150, 0.697, -0.052], [-0.195, -0.054, -0.200], [-0.208, 0.075, 0.159], [-0.908, 0.227, 0.436], [0.169, -0.122, 0.217], [0.214, 0.206, -0.121], [0.099, -0.227, -0.373], [-0.181, -0.065, 0.142], [-1.569, -1.655, -1.373], [0.199, 0.019, -0.103], [0.025, -0.106, 0.268], [-0.138, 0.231, -0.005], [-0.039, 0.003, 0.142], [-0.267, 0.019, -0.143], [0.174, 0.209, -0.099], [0.210, -0.732, 0.115], [-0.036, 0.019, 0.277], [0.118, -0.012, -0.022], [-0.219, 0.078, -0.185], [-0.057, -0.310, 0.100], [-0.024, 0.185, 0.263], [0.916, -0.079, -0.583]],
  "energy_ev": -451951.4385,
  "e_homo_ev": -8.2493,
  "e_lumo_ev": -1.185,
  "fmax_ev_per_a": 6.57
}

{
  "formula": "C52H54N14O12",
  "method": "ωB97M-V/def2-TZVPD",
  "species": ["C", "C", "N", "H", "H", "H", "C", "C", "N", "H", "H", "H", "C", "C", "N", "H", "H", "H", "C", "C", "N", "H", "H", "H", "C", "C", "N", "H", "H", "H", "C", "C", "N", "H", "H", "H", "C", "C", "N", "H", "H", "H", "C", "C", "N", "H", "H", "H", "C", "C", "C", "C", "C", "C", "N", "O", "O", "H", "H", "H", "H", "H", "C", "C", "C", "C", "C", "C", "N", "O", "O", "H", "H", "H", "H", "H", "C", "C", "C", "C", "C", "C", "N", "O", "O", "H", "H", "H", "H", "H", "C", "C", "C", "C", "C", "C", "N", "O", "O", "H", "H", "H", "H", "H", "C", "C", "C", "C", "C", "C", "N", "O", "O", "H", "H", "H", "H", "H", "C", "C", "C", "C", "C", "C", "N", "O", "O", "H", "H", "H", "H", "H"],
  "xyz": [[3.622, 0.318, -2.354], [4.791, 1.193, -2.242], [5.708, 1.877, -2.141], [3.955, -0.670, -2.048], [3.359, 0.377, -3.410], [2.859, 0.714, -1.689], [2.756, -3.141, -0.087], [2.819, -1.715, 0.269], [2.818, -0.590, 0.500], [2.014, -3.342, -0.849], [2.602, -3.714, 0.827], [3.731, -3.528, -0.389], [-0.877, -3.760, 2.783], [-1.467, -3.981, 1.461], [-1.887, -4.187, 0.414], [0.138, -4.152, 2.800], [-1.523, -4.271, 3.495], [-0.800, -2.696, 3.001], [-5.259, 1.792, -0.700], [-5.464, 3.231, -0.456], [-5.669, 4.333, -0.204], [-5.817, 1.609, -1.618], [-5.613, 1.218, 0.150], [-4.210, 1.553, -0.869], [-2.594, 6.876, 1.194], [-2.234, 5.461, 1.229], [-1.982, 4.343, 1.264], [-2.556, 7.423, 2.132], [-3.618, 6.843, 0.806], [-2.071, 7.483, 0.456], [4.796, 3.201, -3.833], [3.890, 3.057, -2.702], [3.167, 2.938, -1.819], [5.531, 3.958, -3.556], [4.293, 3.602, -4.711], [5.286, 2.253, -4.041], [-0.235, -6.035, -1.919], [0.925, -5.994, -1.027], [1.770, -5.897, -0.256], [-0.843, -5.152, -1.763], [-0.781, -6.941, -1.648], [0.018, -6.155, -2.969], [1.862, -2.042, -6.466], [1.366, -3.205, -7.186], [0.966, -4.102, -7.780], [1.309, -1.153, -6.767], [2.887, -1.880, -6.807], [1.828, -2.201, -5.391], [2.334, -5.108, -4.031], [1.914, -6.032, -4.963], [2.328, -7.360, -4.943], [3.235, -7.766, -3.960], [3.687, -6.856, -3.009], [3.233, -5.542, -3.048], [3.587, -9.169, -3.858], [3.427, -9.885, -4.832], [4.070, -9.560, -2.818], [2.050, -4.066, -4.071], [1.143, -5.712, -5.652], [1.812, -7.988, -5.653], [4.422, -7.129, -2.267], [3.694, -4.862, -2.349], [-2.975, 2.330, 6.110], [-2.978, 2.782, 4.795], [-3.480, 1.982, 3.778], [-3.813, 0.650, 4.096], [-3.640, 0.167, 5.376], [-3.300, 1.030, 6.402], [-4.367, -0.289, 3.091], [-4.553, 0.103, 1.950], [-4.655, -1.404, 3.473], [-2.738, 2.973, 6.949], [-2.765, 3.833, 4.661], [-3.733, 2.393, 2.810], [-3.756, -0.891, 5.571], [-3.261, 0.657, 7.417], [-0.772, 1.275, 0.330], [0.313, 1.409, -0.555], [0.654, 0.352, -1.379], [-0.056, -0.840, -1.285], [-1.127, -0.994, -0.425], [-1.482, 0.113, 0.361], [0.481, -2.006, -2.023], [-0.005, -3.072, -1.741], [1.407, -1.824, -2.793], [-1.105, 2.104, 0.943], [0.789, 2.364, -0.740], [1.445, 0.502, -2.098], [-1.671, -1.923, -0.311], [-2.406, -0.001, 0.912], [-4.346, -0.365, -3.784], [-5.108, 0.684, -4.284], [-4.582, 1.965, -4.330], [-3.305, 2.196, -3.774], [-2.567, 1.137, -3.259], [-3.094, -0.143, -3.281], [-2.660, 3.503, -3.954], [-1.462, 3.608, -3.764], [-3.372, 4.415, -4.318], [-4.766, -1.363, -3.769], [-6.075, 0.484, -4.724], [-5.120, 2.782, -4.788], [-1.566, 1.329, -2.893], [-2.516, -1.001, -2.966], [0.833, 0.284, 3.432], [0.326, 0.091, 4.702], [1.123, 0.322, 5.803], [2.465, 0.658, 5.649], [2.958, 0.752, 4.353], [2.182, 0.557, 3.225], [3.336, 1.000, 6.782], [2.807, 1.291, 7.825], [4.529, 0.936, 6.598], [0.263, 0.080, 2.533], [-0.720, -0.170, 4.800], [0.658, 0.275, 6.781], [4.023, 0.898, 4.208], [2.425, 0.642, 2.174], [-0.114, 4.977, 5.391], [0.161, 6.237, 4.834], [0.782, 6.305, 3.604], [1.078, 5.136, 2.900], [0.748, 3.896, 3.421], [0.199, 3.814, 4.708], [1.792, 5.203, 1.607], [1.996, 6.307, 1.149], [2.032, 4.151, 1.057], [-0.589, 4.960, 6.364], [0.003, 7.151, 5.389], [1.074, 7.292, 3.272], [1.155, 3.022, 2.934], [0.062, 2.813, 5.089]],
  "forces_ev_per_a": [[1.555, 0.359, -0.086], [1.365, -1.999, 1.615], [1.408, -2.117, 1.512], [-0.314, -0.209, -0.221], [-0.523, -0.376, 0.025], [0.801, -0.217, -0.142], [0.777, 0.190, 0.837], [-0.019, -0.441, -0.402], [0.138, -0.250, -0.042], [0.041, -0.151, 0.231], [-0.611, -0.013, -0.104], [0.047, 0.391, -0.368], [-0.139, 0.007, -0.357], [0.371, 0.024, 0.006], [-0.153, -0.006, 0.058], [-0.092, -0.240, 0.045], [0.235, 0.111, 0.274], [-0.241, 0.018, 0.032], [-0.161, 0.839, -0.325], [0.282, -0.288, 0.505], [0.095, -0.045, -0.139], [-0.005, -0.556, 0.102], [-0.178, -0.054, -0.117], [0.044, 0.148, 0.003], [-0.909, 0.077, -0.877], [0.544, 0.646, 0.297], [-0.022, -0.217, 0.049], [0.008, -0.462, 0.256], [-0.142, 0.320, 0.341], [0.476, -0.462, -0.027], [-0.407, 1.490, -1.383], [-1.252, 1.608, -0.684], [-1.022, 1.073, -0.117], [0.207, -0.292, -0.002], [-0.318, -0.003, -0.049], [-0.204, 0.768, -0.627], [-0.005, -0.856, 0.208], [-0.336, 0.393, -0.160], [0.038, -0.231, 0.017], [-0.078, -0.080, 0.051], [-0.266, 0.163, 0.050], [0.347, 0.229, 0.067], [0.395, 0.087, -0.480], [-0.296, -0.044, -0.074], [0.022, -0.036, 0.076], [-0.200, -0.069, 0.210], [0.077, -0.007, 0.302], [-0.016, 0.136, -0.001], [1.241, -0.355, 0.672], [-0.710, 0.131, -0.021], [-0.308, 0.455, 0.233], [-1.042, 0.876, -0.219], [0.018, 0.086, -0.275], [0.414, -0.018, -0.596], [0.689, -0.885, -0.485], [-0.305, 0.417, 0.033], [0.024, 0.158, 0.455], [-0.242, -0.054, 0.074], [0.203, -0.210, -0.327], [0.548, -0.557, 0.101], [-0.123, -0.262, 0.028], [-0.269, 0.204, 0.121], [0.188, 0.097, 0.189], [-0.740, 0.430, 0.396], [-0.517, -0.674, 0.053], [0.492, 0.732, -0.131], [-0.060, -0.591, 0.155], [0.168, -0.600, -0.036], [-0.253, 0.107, 0.050], [0.268, 0.242, 0.243], [0.181, 0.020, -0.058], [0.169, 0.255, -0.249], [0.102, -0.082, -0.511], [0.359, -0.072, -0.130], [-0.325, 0.078, -0.011], [0.029, 0.024, 0.000], [0.617, 0.906, -0.321], [-0.763, 0.095, -0.281], [-0.567, 0.372, -0.064], [0.591, 0.074, 0.083], [0.158, 0.357, 0.235], [-0.755, -1.574, -0.480], [-0.591, 1.267, 0.586], [0.023, -0.700, -0.433], [0.038, -0.272, -0.235], [0.166, 0.141, -0.081], [0.221, -0.008, 0.431], [-0.831, -0.361, 0.014], [0.112, 0.009, -0.284], [0.140, 0.237, 0.362], [-1.001, -0.136, -0.065], [0.183, 0.167, -0.291], [0.674, 0.399, 0.488], [-0.554, -1.232, -0.621], [0.367, 0.564, -0.063], [0.537, -0.138, 0.153], [0.072, 0.460, 0.029], [-0.250, -0.384, 0.135], [-0.158, 0.059, -0.020], [0.067, -0.024, -0.102], [-0.061, 0.062, 0.078], [0.002, 0.030, 0.050], [-0.002, -0.022, 0.030], [0.128, 0.176, 0.236], [0.486, -0.841, -0.536], [-0.325, 0.284, -0.445], [-0.020, 0.201, 1.164], [-1.040, 0.058, -1.365], [1.722, -0.128, -0.365], [-1.588, 0.296, 0.608], [-0.131, -0.630, -0.426], [-0.404, 0.204, 0.517], [0.373, 0.121, -0.077], [-0.399, 0.170, 0.193], [0.009, -0.008, 0.291], [0.290, -0.053, 0.105], [-0.045, 0.299, 0.207], [0.980, 0.125, 0.421], [-0.284, 0.609, 0.048], [0.231, -1.081, 0.086], [0.234, 0.312, -0.243], [-0.319, 0.148, 0.726], [1.001, 0.353, 0.547], [0.132, 0.078, -0.980], [-0.982, -0.101, 0.023], [0.315, 0.101, -0.038], [0.306, 0.075, -0.009], [0.116, -0.237, 0.092], [-0.206, -0.041, 0.059], [0.083, -0.188, -0.485], [-0.452, -0.101, -0.177], [-0.212, 0.138, 0.352]],
  "energy_ev": -100210.0725,
  "e_homo_ev": -9.9832,
  "e_lumo_ev": -1.156,
  "fmax_ev_per_a": 2.96,
  "relative_energy_kcal_mol": 64.3
}

{
  "formula": "C3H9O2PS2",
  "method": "ωB97M-V/def2-TZVPD",
  "species": ["C", "C", "C", "O", "H", "H", "H", "H", "H", "H", "O", "P", "S", "S", "H", "H", "H"],
  "xyz": [[-0.311, -1.253, 2.212], [0.513, -0.119, 1.527], [1.979, -0.243, 1.503], [0.014, 0.833, 1.055], [-0.704, -1.836, 1.312], [0.225, -1.817, 2.978], [-1.095, -0.651, 2.608], [2.319, -1.156, 2.035], [2.520, 0.616, 1.786], [2.086, -0.300, 0.435], [0.239, 1.680, -1.927], [-1.182, 0.944, -1.875], [-2.150, 1.881, -3.613], [-0.222, -0.848, -2.881], [0.469, 1.677, -0.975], [-3.222, 1.865, -2.861], [-1.478, -1.271, -3.318]],
  "forces_ev_per_a": [[0.340, 0.832, -2.367], [1.069, -2.625, 2.835], [0.221, -2.004, -0.029], [-2.088, 2.585, -1.644], [0.417, 0.272, 1.536], [-0.125, -0.039, -0.449], [-1.061, -0.160, 0.593], [0.080, 0.649, -0.601], [0.334, 1.083, 0.618], [0.907, -0.561, -0.721], [0.738, 0.820, 1.487], [-0.406, -1.333, -2.312], [1.063, -0.625, 0.654], [-2.266, 0.374, 0.096], [0.512, 0.458, -0.242], [-0.949, 0.214, 0.222], [1.213, 0.059, 0.324]],
  "energy_ev": -38311.4348,
  "e_homo_ev": -8.7987,
  "e_lumo_ev": 0.603,
  "fmax_ev_per_a": 4.01,
  "relative_energy_kcal_mol": 31.5
}